# C9H10N2O3

A single C9H10N2O3 molecule in a non-equilibrium geometry (ωB97M-V with the def2-TZVPD basis set, the Open Molecules 2025 dataset).

As for the spin multiplicity: 1. Its highest occupied orbital energy is -9.1 eV. The SMILES is O/N=C\c1ncccc1C1OCCO1. As for the total energy: -18612.8679 eV. The value obtained for the energy relative to the best compared isomer or geometry (same formula, charge and spin) is 131.2 kcal per mole. Its net charge is 0.

```
24
C9H10N2O3 (ωB97M-V with the def2-TZVPD basis set)
O -0.731 3.640 0.836
N -1.636 2.615 0.510
C -1.178 1.432 0.423
C 0.250 1.159 0.326
N 1.164 2.117 0.609
C 2.451 1.613 0.297
C 2.831 0.346 -0.086
C 1.827 -0.639 -0.164
C 0.610 -0.264 0.076
C -0.559 -1.253 0.042
O 0.131 -2.497 -0.076
C -0.770 -3.495 -0.826
C -2.122 -2.598 -0.816
O -1.435 -1.290 -0.992
H 0.157 3.308 0.922
H -2.038 0.803 -0.033
H 3.198 2.377 0.720
H 3.914 0.136 -0.300
H 2.006 -1.717 -0.260
H -1.065 -1.300 1.028
H -0.826 -4.376 -0.282
H -0.378 -3.506 -1.854
H -2.684 -2.732 0.250
H -2.742 -2.752 -1.792
```